{
  "formula": "C44H50BrInN8O3PS",
  "method": "wB97M-V/def2-TZVPD",
  "lumo_ev": 2.4,
  "charge": -1,
  "homo_lumo_gap_ev": 6.7,
  "homo_ha": -0.16067,
  "elements": ["In", "N", "C", "S", "N", "N", "C", "C", "C", "C", "C", "C", "C", "O", "H", "H", "H", "H", "H", "H", "H", "C", "C", "C", "C", "C", "N", "C", "C", "C", "C", "C", "C", "C", "N", "C", "C", "C", "N", "C", "C", "N", "C", "C", "C", "N", "H", "H", "H", "H", "H", "H", "H", "H", "H", "H", "H", "H", "H", "H", "H", "H", "H", "H", "Br", "C", "C", "C", "C", "C", "C", "C", "O", "O", "H", "H", "H", "H", "C", "C", "C", "P", "C", "C", "C", "C", "C", "C", "H", "H", "H", "H", "H", "H", "H", "H", "H", "H", "H", "H", "H", "H", "H", "H", "H", "H", "H", "H", "H"],
  "coordinates": [[0.825, 0.488, 1.076], [4.589, 0.243, 3.587], [3.265, 0.424, 3.264], [2.472, -0.893, 2.440], [2.717, 1.542, 3.631], [1.407, 1.660, 3.204], [0.812, 2.724, 3.581], [-0.488, 3.147, 3.092], [-0.880, 4.462, 3.368], [-2.037, 5.008, 2.848], [-2.829, 4.214, 2.015], [-2.474, 2.912, 1.736], [-1.305, 2.325, 2.271], [-1.038, 1.066, 2.035], [5.070, -0.333, 2.912], [5.065, 1.112, 3.781], [1.345, 3.404, 4.250], [-0.235, 5.065, 4.000], [-2.316, 6.029, 3.071], [-3.730, 4.626, 1.576], [-3.084, 2.301, 1.083], [-4.724, -3.678, 0.006], [-3.429, -2.922, -0.116], [-3.529, -1.479, 0.133], [-2.676, -0.489, -0.147], [-1.512, -0.440, -1.098], [-0.566, 0.637, -0.773], [-0.664, 1.708, -1.609], [-1.336, 1.662, -2.881], [-1.812, 2.768, -3.555], [-1.613, 4.054, -3.064], [-2.207, 5.274, -3.720], [-0.752, 4.139, -1.987], [-0.182, 3.035, -1.359], [0.955, 3.360, -0.560], [1.822, 4.353, -0.862], [2.794, 4.374, 0.106], [2.456, 3.325, 0.966], [1.346, 2.719, 0.555], [-0.934, -2.957, -0.490], [-2.290, -3.582, -0.341], [-0.025, -3.989, -1.045], [-0.336, -4.974, -1.926], [0.842, -5.562, -2.310], [1.833, -4.838, -1.619], [1.301, -3.883, -0.876], [-5.425, -3.363, -0.773], [-5.204, -3.477, 0.969], [-4.570, -4.754, -0.085], [-4.397, -1.204, 0.731], [-2.905, 0.489, 0.259], [-1.474, 0.706, -3.364], [-2.350, 2.621, -4.488], [-3.266, 5.128, -3.945], [-1.704, 5.515, -4.661], [-2.124, 6.146, -3.069], [-0.484, 5.117, -1.602], [1.710, 4.935, -1.759], [3.651, 5.022, 0.163], [2.989, 2.957, 1.827], [-2.343, -4.661, -0.434], [-1.350, -5.205, -2.201], [0.968, -6.388, -2.990], [2.904, -4.965, -1.632], [6.496, 2.351, -1.168], [4.950, 2.303, -2.274], [5.064, 2.999, -3.472], [4.002, 3.043, -4.361], [2.825, 2.376, -4.055], [2.729, 1.682, -2.861], [3.776, 1.634, -1.936], [3.495, 0.943, -0.593], [4.304, 1.041, 0.321], [2.347, 0.372, -0.564], [5.991, 3.509, -3.698], [4.100, 3.598, -5.287], [1.981, 2.404, -4.733], [1.819, 1.167, -2.594], [-2.479, -3.223, 2.998], [-1.516, -2.118, 2.552], [-0.904, -1.465, 3.808], [-0.176, -2.437, 1.257], [-0.956, -1.797, -1.591], [-1.873, -2.232, -2.758], [0.430, -1.569, -2.203], [0.629, -4.024, 1.887], [-0.155, -5.326, 1.707], [1.082, -3.912, 3.349], [-3.289, -2.764, 3.575], [-1.988, -3.940, 3.659], [-2.927, -3.770, 2.174], [-2.098, -1.328, 2.095], [-0.452, -2.190, 4.479], [-1.713, -0.968, 4.351], [-0.166, -0.701, 3.582], [-2.070, -0.101, -1.966], [-1.669, -3.255, -3.078], [-1.661, -1.581, -3.610], [-2.934, -2.150, -2.525], [0.716, -2.418, -2.829], [1.209, -1.393, -1.465], [0.381, -0.685, -2.843], [1.541, -4.083, 1.297], [-1.146, -5.275, 2.160], [0.394, -6.130, 2.208], [-0.265, -5.614, 0.666], [0.260, -4.059, 4.049], [1.569, -2.964, 3.563], [1.811, -4.707, 3.532]],
  "mulliken_charge": [2.81, -0.53, 0.59, -0.62, -1.45, 0.80, -0.97, 1.26, -0.84, -0.84, -0.86, -0.66, 0.50, -0.06, 0.29, 0.28, 0.16, 0.35, 0.39, 0.45, 0.27, -2.20, 1.63, -0.56, -0.77, -0.89, 0.75, 0.49, -1.23, -1.16, 0.43, -1.71, -0.75, 0.42, 0.05, -0.14, -2.01, -0.10, 0.90, 0.05, -1.30, 1.89, -0.19, -1.19, -0.70, -1.08, 0.44, 0.42, 0.37, 0.22, -0.57, 0.25, 0.39, 0.38, 0.28, 0.38, 0.48, 0.57, 0.45, 0.29, 0.05, 0.41, 0.47, 0.49, -0.18, -0.15, -0.46, -0.66, -0.66, 0.45, -0.18, 0.18, -0.59, 0.08, 0.40, 0.39, 0.45, -0.02, -2.10, 2.05, -1.77, 0.10, 1.96, -1.83, -2.75, 1.16, -1.34, -1.68, 0.46, 0.31, 0.29, -0.25, 0.41, 0.52, 0.10, 1.15, 0.35, 0.67, 0.40, 0.65, 0.03, 0.86, 0.74, 0.11, 0.58, 0.03, 0.23, 0.23, 0.58]
}

{
  "formula": "C44H50Cl2N10O4S2SbSe4Y",
  "method": "wB97M-V/def2-TZVPD",
  "lumo_ev": 3.1,
  "charge": -2,
  "homo_lumo_gap_ev": 4.6,
  "homo_ha": -0.05510,
  "relative_energy_kj_mol": 173.27,
  "elements": ["Y", "C", "O", "C", "N", "C", "C", "C", "C", "C", "C", "C", "C", "C", "C", "C", "C", "N", "C", "N", "C", "C", "O", "C", "C", "C", "C", "C", "C", "H", "H", "H", "H", "H", "H", "H", "H", "H", "H", "H", "H", "H", "H", "H", "H", "H", "H", "H", "N", "C", "H", "Se", "Sb", "Se", "Se", "Se", "O", "S", "N", "C", "C", "C", "C", "C", "O", "C", "C", "C", "C", "C", "C", "Cl", "C", "C", "C", "N", "C", "N", "C", "N", "H", "H", "H", "H", "H", "H", "H", "H", "H", "H", "H", "H", "H", "H", "H", "H", "H", "H", "H", "H", "H", "H", "S", "C", "N", "C", "C", "C", "N", "H", "H", "H", "H", "H", "H", "H", "H", "Cl"],
  "coordinates": [[0.206, -0.126, 0.850], [-1.109, 1.273, -3.810], [-1.143, -0.153, -3.606], [-0.949, -0.361, -2.286], [-0.823, 0.662, -1.535], [-0.595, 1.800, -2.487], [-1.161, 3.151, -2.122], [-2.129, 3.310, -1.142], [-2.613, 4.571, -0.809], [-2.101, 5.696, -1.445], [-1.105, 5.546, -2.402], [-0.647, 4.280, -2.757], [-0.679, -1.762, -1.871], [-0.726, -2.803, -2.772], [-0.136, -4.012, -2.416], [0.504, -4.128, -1.203], [0.455, -3.053, -0.337], [-0.142, -1.910, -0.661], [1.137, -3.057, 0.992], [1.223, -2.017, 1.749], [2.095, -2.343, 2.875], [2.270, -3.863, 2.713], [1.855, -4.116, 1.347], [1.585, -1.895, 4.232], [0.655, -0.864, 4.398], [0.265, -0.454, 5.667], [0.813, -1.052, 6.796], [1.748, -2.067, 6.645], [2.122, -2.486, 5.375], [-2.129, 1.606, -4.028], [-0.433, 1.508, -4.629], [0.493, 1.905, -2.572], [-2.426, 2.432, -0.569], [-3.365, 4.674, -0.035], [-2.445, 6.684, -1.161], [-0.652, 6.421, -2.857], [0.157, 4.160, -3.477], [-1.184, -2.648, -3.738], [-0.148, -4.846, -3.106], [1.027, -5.026, -0.906], [3.043, -1.830, 2.710], [1.604, -4.416, 3.373], [3.294, -4.206, 2.825], [0.224, -0.346, 3.547], [-0.453, 0.350, 5.764], [0.527, -0.715, 7.786], [2.192, -2.529, 7.519], [2.861, -3.278, 5.272], [3.184, 1.860, 2.123], [2.334, 1.119, 2.379], [3.828, 2.463, 1.569], [5.228, -0.431, -2.764], [3.796, 1.371, -1.948], [1.984, 0.342, -0.544], [2.667, 2.560, -3.798], [4.905, 2.911, -0.375], [0.669, 4.175, 0.764], [0.430, 2.776, 0.388], [-0.093, 1.874, 1.468], [-6.268, -1.745, 4.304], [-5.317, -2.890, 3.912], [-5.090, -2.835, 2.386], [-6.018, -4.218, 4.228], [-3.993, -2.780, 4.759], [-4.326, -2.849, 6.161], [-3.019, -3.894, 4.386], [-1.662, -3.956, 5.116], [-1.742, -4.416, 6.557], [-1.600, -3.536, 7.628], [-1.662, -3.979, 8.943], [-1.878, -5.324, 9.194], [-1.963, -5.892, 10.851], [-2.027, -6.225, 8.157], [-1.956, -5.763, 6.846], [-3.335, -1.399, 4.698], [-2.970, -0.888, 3.380], [-2.004, -1.246, 2.539], [-1.997, -0.421, 1.490], [-3.012, 0.452, 1.761], [-3.632, 0.207, 2.887], [-7.265, -1.938, 3.894], [-5.924, -0.789, 3.900], [-6.351, -1.663, 5.391], [-6.023, -3.110, 1.883], [-4.314, -3.526, 2.043], [-4.833, -1.834, 2.040], [-6.996, -4.227, 3.741], [-6.184, -4.348, 5.302], [-5.458, -5.076, 3.848], [-4.377, -3.777, 6.409], [-2.790, -3.839, 3.323], [-3.519, -4.854, 4.553], [-1.136, -2.997, 5.061], [-1.063, -4.671, 4.549], [-1.434, -2.482, 7.430], [-1.543, -3.285, 9.767], [-2.190, -7.274, 8.370], [-2.057, -6.470, 6.027], [-2.450, -1.421, 5.329], [-4.016, -0.670, 5.121], [-1.370, -2.129, 2.667], [-3.293, 1.261, 1.108], [-4.690, 0.005, -1.316], [-5.362, 1.207, -2.317], [-6.451, 0.929, -3.085], [-7.108, 1.880, -3.972], [-6.080, 2.874, -4.471], [-5.398, 3.499, -3.273], [-4.879, 2.443, -2.410], [-6.827, 0.008, -2.955], [-7.915, 2.405, -3.453], [-7.547, 1.329, -4.805], [-6.553, 3.640, -5.087], [-5.336, 2.347, -5.074], [-6.108, 4.120, -2.721], [-4.563, 4.129, -3.571], [-4.027, 2.626, -1.910], [-1.238, -4.399, 1.619]],
  "mulliken_charge": [-1.96, -0.21, -0.46, 0.10, 0.99, 0.65, 0.29, 0.38, -0.11, -0.73, -0.75, -0.24, -0.26, -0.85, -0.70, -0.94, -0.29, 1.04, 0.23, 1.47, -0.58, -0.76, -0.40, 0.32, 0.13, -1.32, -0.66, -0.65, -0.76, 0.23, 0.24, -0.74, -0.28, 0.43, 0.40, 0.41, 0.29, 0.58, 0.42, 0.57, 0.54, 0.31, 0.34, 1.68, 0.40, 0.36, 0.42, 0.40, 0.31, -0.30, 0.03, -0.76, 0.84, -0.08, -0.67, -0.77, -0.67, 0.83, -0.50, -1.99, 2.03, -1.78, -1.95, 2.82, -0.75, -0.95, 2.12, -1.00, 0.73, -1.28, 0.42, -0.25, -0.95, 0.00, -3.34, 1.41, 1.28, 0.34, -1.12, -1.09, 0.50, 0.31, 0.30, 0.56, 0.18, 0.34, 0.51, 0.37, 0.36, 0.61, -0.98, 1.08, -2.04, 0.71, 0.42, 0.41, 0.41, 0.47, 0.14, 0.53, -0.03, 0.62, -0.39, 0.25, -0.19, -0.66, -0.62, -0.48, 0.01, 0.24, 0.26, 0.40, 0.37, 0.29, 0.31, 0.27, -0.31, -0.45]
}